Computed, not measured: a molecular structure, C43H57FN5OP2S4SbSiTc, with wB97M-V/def2-TZVPD.

Output
Orbital gap ... 6.3 eV
Net charge ... +1
Calculated total energy ... -136263.755 eV
Relative energy (zero: lowest compared OMol25 entry of this formula, charge and spin) ... 0.00 kJ/mol
E_HOMO ... -9.99 eV

Atoms and positions in Å:
1 Tc 0.3606 0.0560 0.1640
2 C -2.4523 2.1091 2.9438
3 Si -2.6716 1.3836 1.2290
4 C -4.4519 0.8089 0.9562
5 C -2.4064 2.8055 0.0549
6 N -1.5404 0.0377 1.0243
7 C -1.6710 -1.0198 1.9280
8 C -2.7582 -1.2167 2.8066
9 C -2.7906 -2.2486 3.7305
10 C -1.7494 -3.1592 3.8451
11 C -0.6646 -3.0217 2.9937
12 C -0.6848 -1.9888 2.0950
13 F 0.4314 -1.8907 1.2435
14 H -3.1259 2.9599 3.0761
15 H -1.4273 2.4792 3.0421
16 H -2.6369 1.4080 3.7581
17 H -4.9060 1.3711 0.1363
18 H -5.0724 0.9822 1.8388
19 H -4.5213 -0.2536 0.7128
20 H -3.2314 3.4947 0.2653
21 H -2.4905 2.5194 -0.9943
22 H -1.4736 3.3494 0.2087
23 H -3.5991 -0.5421 2.7776
24 H -3.6547 -2.3372 4.3762
25 H -1.7819 -3.9611 4.5684
26 H 0.1801 -3.6980 3.0106
27 O 2.8466 -0.2818 -0.8894
28 C 1.7701 -0.7677 -1.1539
29 C 1.6226 -1.8725 -2.1415
30 C 2.7324 -2.3993 -2.7975
31 C 2.5513 -3.4460 -3.6827
32 C 1.2771 -3.9656 -3.9096
33 C 0.1731 -3.4386 -3.2600
34 C 0.3511 -2.3786 -2.3767
35 P -0.9459 -1.5406 -1.4453
36 C -2.0035 -2.8948 -0.8503
37 C -1.3764 -3.9642 -0.2078
38 C -2.1181 -5.0272 0.2758
39 C -3.4982 -5.0384 0.1203
40 C -4.1260 -3.9917 -0.5353
41 C -3.3835 -2.9252 -1.0251
42 C -1.9265 -0.6280 -2.6687
43 C -1.5395 -0.5605 -4.0023
44 C -2.2794 0.1936 -4.9043
45 C -3.4007 0.8882 -4.4811
46 C -3.7814 0.8394 -3.1447
47 C -3.0460 0.0887 -2.2436
48 H 3.7119 -1.9840 -2.6007
49 H 3.4018 -3.8702 -4.1996
50 H 1.1502 -4.7894 -4.5997
51 H -0.8150 -3.8467 -3.4348
52 H -0.2977 -3.9750 -0.0982
53 H -1.6190 -5.8489 0.7725
54 H -4.0799 -5.8674 0.5010
55 H -5.1985 -4.0036 -0.6775
56 H -3.8928 -2.1306 -1.5514
57 H -0.6557 -1.0800 -4.3471
58 H -1.9684 0.2394 -5.9397
59 H -3.9781 1.4707 -5.1874
60 H -4.6519 1.3865 -2.8048
61 H -3.3432 0.0598 -1.2036
62 S 0.7402 2.5681 -4.2968
63 Sb -0.8318 4.2225 -3.2874
64 S 0.1084 1.6824 -1.3406
65 S 1.7549 2.0407 -2.5724
66 S 0.4300 5.6363 -2.1915
67 N 1.2504 0.7886 1.4868
68 P 2.1942 1.3962 2.6504
69 N 2.6604 2.9252 2.3042
70 C 3.6687 3.0747 1.2199
71 C 3.8583 4.5458 0.8948
72 C 2.5744 5.1615 0.3248
73 C 1.3342 4.5121 0.9551
74 C 1.6474 4.0071 2.3538
75 N 1.3749 1.4656 4.0602
76 C 0.5308 0.2977 4.3987
77 C 0.3128 0.2101 5.9003
78 C -0.2905 1.4986 6.4644
79 C 0.3862 2.7533 5.8733
80 C 1.6794 2.3953 5.1591
81 N 3.5469 0.4793 2.7000
82 C 3.6517 -0.8843 2.1714
83 C 5.0335 -1.1071 1.5798
84 C 6.1096 -0.8396 2.6279
85 C 5.9536 0.5627 3.2083
86 C 4.5426 0.7838 3.7385
87 H 3.3454 2.5318 0.3225
88 H 4.6026 2.6279 1.5536
89 H 4.6802 4.6411 0.1847
90 H 4.1712 5.0687 1.8023
91 H 2.5392 5.0315 -0.7574
92 H 2.5727 6.2365 0.5121
93 H 0.9997 3.6630 0.3515
94 H 0.5013 5.2163 0.9925
95 H 0.7527 3.6229 2.8440
96 H 2.0339 4.8205 2.9753
97 H 1.0088 -0.6207 4.0430
98 H -0.4273 0.3838 3.8846
99 H 1.2631 -0.0103 6.3929
100 H -0.3413 -0.6405 6.0980
101 H -0.1916 1.4904 7.5504
102 H -1.3612 1.5254 6.2533
103 H 0.5905 3.4907 6.6502
104 H -0.2754 3.2327 5.1482
105 H 2.3914 1.9427 5.8576
106 H 2.1593 3.2801 4.7473
107 H 2.8777 -1.0335 1.4256
108 H 3.4822 -1.5980 2.9907
109 H 5.1575 -0.4364 0.7249
110 H 5.1026 -2.1299 1.2042
111 H 7.1052 -0.9636 2.2005
112 H 6.0189 -1.5764 3.4338
113 H 6.1664 1.3047 2.4338
114 H 6.6664 0.7303 4.0177
115 H 4.4126 1.8174 4.0646
116 H 4.3651 0.1356 4.6076

Atomic forces in eV per Å
-0.1027 0.6678 -0.2080
0.0147 0.0129 0.0185
0.0766 -0.0228 0.0322
-0.0084 0.0162 -0.0203
-0.0627 0.0411 -0.0290
-0.1063 -0.0822 -0.0150
0.0200 0.0198 0.0637
0.0023 -0.0076 -0.0211
-0.0018 -0.0033 0.0102
0.0143 -0.0208 -0.0030
-0.0448 0.0220 0.0006
0.0652 0.0182 -0.0215
-0.0271 -0.0322 0.0640
0.0022 -0.0012 -0.0046
0.0242 0.0013 0.0075
-0.0055 -0.0136 0.0002
-0.0011 -0.0091 -0.0041
0.0148 0.0002 0.0123
-0.0032 -0.0009 -0.0002
0.0133 0.0167 0.0239
0.0022 0.0060 -0.0036
0.0139 -0.0128 -0.0060
-0.0047 0.0088 -0.0092
-0.0005 0.0013 -0.0031
-0.0036 0.0019 0.0021
0.0018 0.0002 -0.0033
0.0999 -0.0523 -0.1104
0.1634 0.0704 0.1920
-0.0592 0.0431 -0.0313
-0.0179 -0.0070 -0.0177
0.0009 0.0049 0.0009
0.0050 -0.0190 -0.0063
0.0039 0.0136 0.0032
0.0647 0.0085 0.0150
-0.0516 0.0025 -0.0296
0.0551 -0.0683 -0.0504
0.0249 -0.0282 -0.0208
-0.0172 0.0001 -0.0007
0.0013 0.0064 0.0066
0.0016 0.0040 0.0075
-0.0284 0.0524 0.0502
-0.0165 -0.0151 0.0029
-0.0283 -0.0057 -0.0120
0.0361 0.0023 0.0112
-0.0105 0.0369 0.0169
0.0239 0.0084 -0.0119
0.0121 0.0019 0.0053
-0.0015 0.0048 0.0058
0.0003 0.0022 -0.0023
0.0007 -0.0016 0.0005
-0.0036 0.0012 0.0039
-0.0099 0.0156 0.0119
-0.0014 -0.0036 -0.0024
-0.0009 -0.0025 -0.0050
-0.0010 -0.0028 0.0017
0.0162 0.0058 -0.0095
0.0012 -0.0103 -0.0026
-0.0055 0.0007 0.0006
0.0037 -0.0026 -0.0006
-0.0041 -0.0046 -0.0042
0.0192 -0.0036 -0.0175
-0.0618 -0.0277 0.3450
-0.0543 -0.0044 -0.2079
-0.1309 -0.3567 0.1913
0.0869 0.0071 -0.2344
-0.1083 0.0181 -0.0669
-0.0818 -0.3193 0.1109
0.0688 0.1138 -0.1391
0.0199 0.0105 -0.0054
0.0008 -0.0208 0.0034
0.0123 0.0072 0.0198
0.0816 -0.0437 0.0371
-0.0068 0.0121 0.0040
0.0081 -0.0458 0.0470
-0.0640 0.0550 -0.0255
0.0281 -0.0240 -0.0015
0.0088 -0.0225 0.0020
-0.0098 -0.0003 0.0117
-0.0088 -0.0045 -0.0083
0.0300 -0.0091 -0.0147
0.0245 -0.0027 -0.0134
-0.0358 -0.0116 0.0318
0.0088 0.0227 -0.0180
-0.0059 -0.0207 0.0160
0.0131 0.0104 -0.0049
-0.0165 -0.0015 0.0023
0.0079 0.0087 -0.0023
-0.0019 0.0029 -0.0033
-0.0031 0.0047 -0.0032
-0.0001 -0.0080 0.0122
0.0752 -0.0342 0.1017
-0.0011 0.0125 -0.0108
-0.0051 -0.0162 -0.0174
0.0086 0.0004 0.0189
-0.0151 0.0099 -0.0256
-0.0096 0.0089 -0.0044
-0.0041 -0.0053 -0.0134
-0.0654 -0.0016 -0.0249
0.0044 0.0056 -0.0063
-0.0043 0.0070 0.0110
-0.0061 0.0001 -0.0005
0.0035 -0.0072 -0.0201
0.0155 -0.0096 0.0040
-0.0119 0.0105 -0.0069
-0.0005 0.0098 0.0066
-0.0111 -0.0055 0.0019
0.0500 0.0054 0.0155
-0.0027 -0.0086 -0.0062
-0.0097 -0.0102 -0.0001
0.0001 -0.0092 0.0106
-0.0004 0.0094 -0.0062
0.0024 -0.0002 0.0011
-0.0005 -0.0056 -0.0005
-0.0015 -0.0030 0.0028
0.0014 -0.0027 -0.0034
0.0084 0.0032 0.0027

=====

Computed, not measured: a molecular structure, C43H57N3OS2W in a non-equilibrium geometry, with wB97M-V/def2-TZVPD.

Output
Orbital gap (alpha / beta) ... 5.2 / 5.2 eV
Net charge ... 0
Calculated total energy ... -75529.767 eV
Relative energy (zero: lowest compared OMol25 entry of this formula, charge and spin) ... 110.55 kJ/mol
E_HOMO (alpha / beta) ... -5.69 / -5.69 eV

Atoms and positions in Å:
1 W -0.2383 1.1124 -1.1405
2 S -0.1892 0.7410 1.3781
3 C -1.2477 -0.6037 1.6155
4 N -1.3884 -1.1175 2.8781
5 C -2.2164 -2.2901 3.0766
6 C -3.4149 -2.2234 2.1507
7 N -2.9597 -2.0871 0.7826
8 C -3.2626 -3.1811 -0.1283
9 C -2.5740 -4.4712 0.2609
10 C -3.3014 -5.6232 0.5296
11 C -2.6583 -6.7966 0.9076
12 C -1.2777 -6.8232 1.0233
13 C -0.5419 -5.6728 0.7595
14 C -1.1864 -4.5054 0.3836
15 C -1.9398 -1.1863 0.5571
16 S -1.6413 -0.7208 -1.1151
17 C -0.9080 -0.4454 4.0763
18 C -2.0175 0.2876 4.7970
19 C -2.4332 -0.1074 6.0621
20 C -3.4769 0.5508 6.7036
21 C -4.1149 1.6098 6.0781
22 C -3.7038 2.0125 4.8118
23 C -2.6633 1.3558 4.1756
24 H -2.5449 -2.3079 4.1163
25 H -1.6497 -3.2051 2.8745
26 H -4.0413 -1.3693 2.4278
27 H -4.0075 -3.1338 2.2315
28 H -2.9699 -2.8790 -1.1316
29 H -4.3448 -3.3328 -0.1377
30 H -4.3824 -5.6045 0.4407
31 H -3.2384 -7.6871 1.1144
32 H -0.7739 -7.7348 1.3180
33 H 0.5374 -5.6886 0.8449
34 H -0.6127 -3.6040 0.1882
35 H -0.1126 0.2384 3.7931
36 H -0.4747 -1.1986 4.7394
37 H -1.9343 -0.9359 6.5538
38 H -3.7904 0.2326 7.6899
39 H -4.9286 2.1236 6.5739
40 H -4.1949 2.8435 4.3207
41 H -2.3360 1.6719 3.1912
42 C -3.2390 4.2285 0.3481
43 C -1.9864 3.3666 0.5031
44 C -0.8711 4.1806 1.1498
45 C -1.5686 2.7944 -0.8555
46 H -3.5627 4.6322 1.3112
47 H -4.0649 3.6521 -0.0752
48 H -3.0452 5.0742 -0.3192
49 H -2.2341 2.5327 1.1628
50 H -0.6620 5.0726 0.5539
51 H 0.0545 3.6087 1.2302
52 H -1.1528 4.5119 2.1530
53 H -1.3852 3.6272 -1.5459
54 H -2.4353 2.2785 -1.3025
55 C -2.2183 1.6046 -4.8953
56 O -1.9148 1.4031 -3.5187
57 C -0.6386 1.3934 -3.0741
58 C 0.4001 1.6752 -4.1260
59 H -1.7211 0.8707 -5.5302
60 H -1.9476 2.6102 -5.2200
61 H -3.2941 1.4804 -4.9800
62 H 0.1646 2.6102 -4.6462
63 H 0.4429 0.8790 -4.8752
64 H 1.3812 1.7766 -3.6722
65 C 1.3528 5.6535 -1.2806
66 C 2.2433 4.4506 -1.1200
67 C 3.6091 4.6136 -0.9006
68 C 4.4119 3.4997 -0.7284
69 C 5.8895 3.6511 -0.4730
70 C 3.8736 2.2157 -0.8060
71 C 2.5157 2.0019 -1.0763
72 C 1.7309 3.1690 -1.1886
73 N 1.8011 0.8125 -1.2373
74 C 2.3619 -0.5547 -1.4698
75 C 3.8968 -0.6673 -1.4661
76 C 4.3527 -2.1012 -1.7719
77 C 3.8184 -3.0468 -0.6963
78 C 2.2924 -2.9645 -0.6894
79 C 1.7509 -3.3951 -2.0570
80 C 2.3147 -2.4724 -3.1407
81 C 3.8412 -2.5426 -3.1429
82 C 1.8800 -1.0344 -2.8550
83 C 1.8522 -1.5286 -0.3917
84 H 1.7751 6.3521 -2.0048
85 H 1.2487 6.1866 -0.3337
86 H 0.3551 5.3735 -1.6180
87 H 4.0389 5.6086 -0.8571
88 H 6.1455 4.6839 -0.2383
89 H 6.4688 3.3528 -1.3498
90 H 6.2105 3.0232 0.3596
91 H 4.5567 1.4045 -0.6410
92 H 0.6557 3.1276 -1.3955
93 H 4.2802 -0.4002 -0.4793
94 H 4.3286 0.0106 -2.2053
95 H 5.4462 -2.1168 -1.7642
96 H 4.2139 -2.7633 0.2841
97 H 4.1466 -4.0717 -0.8982
98 H 1.8936 -3.6183 0.0916
99 H 0.6573 -3.3429 -2.0688
100 H 2.0295 -4.4342 -2.2616
101 H 1.9263 -2.7734 -4.1177
102 H 4.2450 -1.8906 -3.9243
103 H 4.1788 -3.5608 -3.3606
104 H 0.7900 -0.9607 -2.9007
105 H 2.2874 -0.3619 -3.6173
106 H 2.2224 -1.2012 0.5844
107 H 0.7632 -1.4941 -0.3401

Atomic forces in eV per Å
2.0731 -0.7906 1.5346
0.0192 0.5054 -0.8436
-0.7714 -1.0087 -1.7332
0.1312 -0.2006 1.0187
0.2394 0.1948 0.0919
0.0497 0.0970 -0.4126
-1.2887 -0.7312 -0.1506
0.2489 0.0454 0.3911
-0.0644 -0.0077 -0.1177
0.0411 -0.0344 0.0037
0.0024 0.0192 0.0079
0.0142 -0.0121 -0.0008
-0.0355 0.0169 -0.0099
0.0970 -0.0142 -0.0229
1.3875 1.1520 0.9040
0.2039 0.5927 0.0104
-0.2620 -0.1394 -0.1467
0.0666 0.0052 0.0518
-0.0241 0.0448 -0.0041
-0.0035 0.0010 -0.0153
0.0013 0.0039 0.0066
0.0129 -0.0138 -0.0069
-0.0174 0.0043 0.0220
0.0009 -0.0100 0.0575
-0.0081 -0.0645 -0.0084
-0.0101 0.0393 0.0571
-0.0361 -0.0128 0.0173
-0.0044 -0.0384 -0.0588
-0.0180 -0.0284 -0.0369
0.0072 0.0091 0.0030
0.0044 -0.0024 0.0014
-0.0016 0.0002 0.0000
0.0196 -0.0042 0.0114
-0.0241 -0.0259 0.0009
0.0251 0.0417 0.0342
0.0325 0.0172 0.0459
0.0024 0.0031 -0.0123
-0.0052 0.0024 -0.0023
0.0015 -0.0016 -0.0007
-0.0050 -0.0012 0.0049
0.0027 -0.0228 0.0185
-0.0257 0.0134 -0.0413
-0.0029 -0.0052 0.0394
-0.0163 -0.0274 -0.0082
-0.3113 -0.0371 -0.0249
0.0057 -0.0099 -0.0161
0.0120 0.0135 0.0183
-0.0039 0.0045 0.0028
0.0220 -0.0034 -0.0206
-0.0202 0.0164 0.0020
0.0035 -0.0331 0.0309
0.0030 -0.0282 -0.0303
0.0892 -0.0045 -0.0265
-0.0666 0.1012 0.0412
-0.0713 0.0387 -0.1320
0.3387 0.0642 0.1286
-0.8715 0.2795 -0.5801
0.1306 -0.1916 0.0318
-0.0062 -0.0070 0.0304
-0.0158 -0.0020 0.0041
0.0014 -0.0012 0.0195
-0.0296 -0.0530 0.0893
0.0111 0.0144 -0.0001
0.0276 0.0031 -0.0163
0.0178 -0.0029 -0.0364
-0.0447 0.0092 0.0950
0.0434 -0.1233 0.0200
0.0261 0.1398 0.0134
0.0016 0.0022 0.0038
-0.1665 -0.1834 0.0438
0.2811 0.7033 -0.0388
0.0685 0.1331 -0.1249
-1.5352 -0.0933 -0.2322
0.0861 -0.3248 0.0200
0.0034 0.0549 -0.0057
0.0007 -0.0350 -0.0053
-0.0089 -0.0089 -0.0054
0.0151 -0.0149 -0.0156
-0.0389 -0.0108 0.0068
0.0243 -0.0282 0.0188
0.0001 0.0268 0.0037
0.0267 0.0258 -0.0114
-0.0749 0.0511 0.0500
0.0048 -0.0106 0.0011
0.0045 -0.0080 -0.0068
0.0119 0.0034 0.0046
-0.0146 -0.0168 0.0017
-0.0065 -0.0135 -0.0047
-0.0087 0.0013 0.0074
-0.0099 0.0065 -0.0087
-0.0349 0.0132 -0.0001
0.0570 -0.0807 -0.1300
-0.0093 -0.0471 -0.0316
0.0147 0.0270 -0.0066
0.0011 0.0151 -0.0059
-0.0031 -0.0034 -0.0038
-0.0058 0.0196 0.0032
-0.0276 -0.0057 -0.0067
0.0025 -0.0109 0.0592
0.0000 0.0219 -0.0014
-0.0016 0.0067 -0.0029
0.0059 -0.0037 0.0003
-0.0096 0.0147 0.0095
-0.0021 -0.0296 0.0287
0.0088 -0.0122 0.0076
-0.0113 0.0048 0.0002
-0.0007 0.0117 0.0330

=====

> Which value of net charge does entry 1 give?

+1